(1)
Entry from the OMol25 dataset: a structure of composition C28H25Cl5NOPt (ωB97M-V/def2-TZVPD).

Structure (XYZ):
```
61
Properties=species:S:1:pos:R:3:mulliken_charge:R:1
C 1.7344 -0.6721 1.7500 0.105
C 2.1245 -1.2518 0.4791 -1.420
C 2.3068 -0.2213 -0.4569 -0.171
H 2.4079 -2.2915 0.3284 0.687
C 1.9624 1.0177 0.1294 -0.334
C 1.5766 0.8001 1.5026 -1.439
H 2.0991 1.9968 -0.3177 0.746
C -1.2676 -2.7264 2.8018 -1.241
C -0.2997 -3.5836 2.2791 -0.724
C -0.0395 -3.2463 0.9276 -0.161
H 0.1589 -4.4275 2.7911 0.543
C -0.8361 -2.1245 0.5561 -0.615
C -1.6796 -1.7609 1.7811 -0.909
H 2.7326 -0.3574 -1.4503 0.608
H 1.6547 1.5422 2.2953 0.743
H 1.9754 -1.0785 2.7341 0.721
H -2.6850 -1.3587 1.6970 0.621
H 0.6083 -3.8091 0.2538 0.631
H -1.7303 -2.7926 3.7802 0.572
Pt -0.3580 -0.1881 1.6659 1.126
C -1.2248 -1.7502 -0.8648 3.432
C -2.7568 -1.8197 -0.9577 -1.931
C -0.5987 -2.6979 -1.8880 -2.224
H -3.0824 -2.8065 -0.6073 0.393
H -3.0824 -1.6653 -1.9950 0.452
H -3.2229 -1.0490 -0.3329 0.502
H -0.9276 -3.7274 -1.6965 0.463
H 0.4992 -2.6536 -1.8602 0.427
H -0.9268 -2.4035 -2.8946 0.398
C -0.6391 -0.3337 -1.1634 1.657
C -1.6399 0.7269 -1.4773 -0.811
H 0.1301 -0.3471 -1.9354 -0.953
H -0.0674 0.0301 -0.2651 -1.037
O -2.5929 0.9231 -0.7192 -0.578
N -1.4052 1.4296 -2.6697 -0.082
C -0.1849 2.2691 -2.7142 -0.796
H -2.2282 1.9857 -2.8944 0.448
C 1.0583 1.6013 -3.2569 0.651
C 2.2636 2.2981 -3.1270 -0.468
H 2.2359 3.2931 -2.6754 0.499
C 3.4623 1.7284 -3.5520 -0.552
H 4.3890 2.2860 -3.4288 0.395
C 3.4657 0.4527 -4.1261 -0.571
H 4.4099 0.0104 -4.4562 0.395
C 2.2593 -0.2381 -4.2872 -0.675
H 2.2485 -1.2305 -4.7318 0.427
C 1.0481 0.3542 -3.8961 -0.034
H 0.1001 -0.1628 -4.0717 0.405
H 0.0416 2.6281 -1.6887 0.121
H -0.4028 3.1553 -3.3386 0.596
Cl 0.2283 -0.5950 4.8904 -0.136
C -0.6541 0.8243 4.4916 0.827
C -0.9310 1.1121 3.1554 -1.637
C -1.5332 2.3268 2.8320 1.157
Cl -1.5599 2.8474 1.2034 -0.180
C -2.0381 3.1801 3.8326 -0.014
Cl -2.9415 4.5670 3.4137 -0.149
C -1.7561 2.8895 5.1814 0.389
Cl -2.2755 3.9488 6.4063 -0.141
C -1.0302 1.7213 5.5091 0.012
Cl -0.5833 1.4247 7.1283 -0.165
```

## Properties
- E_LUMO (alpha / beta): -2.23 / -7.00 eV
- <S²>: 6.029
- Net charge: +1
- HOMO-LUMO gap (alpha / beta): 8.203 / 4.429 eV
- 2S+1: 5



(2)
Entry from the OMol25 dataset: a structure of composition C28H25CoN5O2 (ωB97M-V/def2-TZVPD).

Structure (XYZ):
```
61
Properties=species:S:1:pos:R:3:mulliken_charge:R:1
Co 0.1931 -0.5773 -1.0986 -0.057
C 0.1239 4.8406 2.8591 -1.542
C 0.3175 3.4320 2.3676 0.477
C 1.5708 2.8204 2.3920 -0.867
C 1.7558 1.5507 1.8832 -0.141
C 0.7041 0.8052 1.3410 0.039
N 0.9118 -0.4500 0.7552 -0.369
C 1.3068 -1.4778 1.5719 1.155
C 1.2586 -1.4140 2.9789 -0.198
C 1.6090 -2.4783 3.7850 -1.320
C 2.0156 -3.7001 3.2535 0.409
C 2.3323 -4.8796 4.1318 -1.535
C 2.0670 -3.7888 1.8720 -0.557
C 1.7500 -2.7143 1.0526 0.141
N 1.9233 -2.9031 -0.3546 0.311
C 2.8851 -3.6260 -0.9551 -0.026
C 2.6097 -3.6632 -2.3047 -1.116
C 1.4336 -2.9227 -2.4427 -0.252
N 1.0183 -2.4730 -1.2605 -0.598
C -0.5531 1.4169 1.3493 0.194
C -0.7351 2.7096 1.8315 -0.305
N -1.7082 0.7267 0.8722 0.175
C -2.9436 0.7309 1.4154 -0.201
C -3.7660 0.0124 0.5807 -1.250
C -2.9273 -0.4140 -0.4588 -0.295
N -1.6939 0.0286 -0.2768 0.371
H 0.7814 5.0566 3.7013 0.399
H -0.9036 5.0110 3.1806 0.367
H 0.3487 5.5661 2.0740 0.276
H 2.4182 3.3592 2.8005 0.412
H 2.7396 1.0973 1.8893 0.523
H 0.9276 -0.4939 3.4414 0.418
H 1.5476 -2.3594 4.8614 0.374
H 2.8562 -4.5676 5.0362 0.374
H 2.9635 -5.6015 3.6128 0.362
H 1.4244 -5.4012 4.4440 0.287
H 2.3513 -4.7269 1.4087 0.515
H 3.6958 -4.0427 -0.3833 0.502
H 3.1860 -4.1424 -3.0754 0.409
H 0.8678 -2.6546 -3.3200 0.509
H -1.7221 3.1550 1.7735 0.490
H -3.1333 1.2319 2.3488 0.485
H -4.8139 -0.1890 0.7119 0.416
H -3.1511 -1.0095 -1.3292 0.524
C 0.0011 3.5762 -2.3669 -1.909
C -0.2259 2.0833 -2.3812 1.323
O 0.5046 1.4152 -1.6392 -0.412
C -1.2510 1.5109 -3.2417 0.660
C -2.1318 2.3841 -3.9172 -0.718
C -3.1061 1.9335 -4.7682 -0.871
C -3.2116 0.5514 -4.9917 -0.341
C -2.3695 -0.3287 -4.3685 -0.505
C -1.3654 0.1031 -3.4584 0.117
O -0.6227 -0.7963 -2.9018 -0.471
H 0.8584 3.7802 -1.7312 0.395
H -0.8726 4.0900 -1.9624 0.379
H 0.1789 3.9620 -3.3706 0.495
H -2.0424 3.4491 -3.7511 0.345
H -3.7736 2.6264 -5.2609 0.393
H -3.9699 0.1745 -5.6682 0.396
H -2.4435 -1.3955 -4.5387 0.441
```

## Properties
- E_LUMO (alpha / beta): 0.55 / 0.52 eV
- <S²>: 3.759
- ΔE to the lowest compared entry with this formula, charge and spin: 0.0000 eV
- HOMO-LUMO gap (alpha / beta): 7.429 / 7.451 eV
- 2S+1: 4



(3)
Entry from the OMol25 dataset: a structure of composition C28H25F15N4PdSi (ωB97M-V/def2-TZVPD).

Structure (XYZ):
```
74
Properties=species:S:1:pos:R:3:mulliken_charge:R:1
Pd -0.1259 0.8188 0.2538 0.379
C -0.0523 3.2236 -1.6562 -1.191
N -0.0625 2.8999 -0.2383 0.934
C 1.1678 3.3211 0.4416 -0.892
C 2.3462 2.5812 -0.1235 -1.191
N 2.1077 1.1319 -0.1674 1.092
C 3.1399 0.4551 -0.7245 -0.574
C 3.1127 -0.9521 -0.9637 -0.439
F 2.0305 -1.6639 -0.6448 0.050
C 4.1305 -1.6932 -1.5208 -0.185
F 3.9634 -3.0177 -1.6835 -0.318
C 5.3205 -1.1140 -1.9159 0.699
F 6.3187 -1.8380 -2.4709 -0.361
C 5.4284 0.2384 -1.7117 -0.104
F 6.5689 0.8667 -2.0688 -0.341
C 4.4060 0.9844 -1.1459 0.624
F 4.7605 2.2967 -1.0102 -0.385
C -1.2432 3.4093 0.4787 -0.764
C -2.4464 2.6411 -0.0081 -0.944
N -2.2273 1.2099 0.2248 -0.413
C -3.0224 0.3825 -0.5203 -0.450
C -3.5662 0.5738 -1.8053 1.048
F -3.3401 1.7014 -2.5321 -0.428
C -4.3090 -0.3827 -2.4799 0.392
F -4.7177 -0.1261 -3.7384 -0.399
C -4.5958 -1.6009 -1.9114 0.744
F -5.2773 -2.5457 -2.5837 -0.381
C -4.1516 -1.8154 -0.6195 0.282
F -4.4746 -2.9595 0.0084 -0.425
C -3.4302 -0.8494 0.0422 0.190
F -3.1728 -1.0849 1.3305 -0.458
H 0.0909 4.3052 -1.7909 0.198
H -0.9882 2.9260 -2.1232 0.239
H 0.7521 2.6895 -2.1567 0.208
H 1.0399 3.0895 1.4908 0.160
H 1.3280 4.4106 0.3746 0.258
H 3.2124 2.8608 0.4825 0.669
H 2.5464 2.9545 -1.1358 0.624
H -1.3641 4.4967 0.3396 0.328
H -1.0840 3.2288 1.5363 0.055
H -2.6405 2.9001 -1.0492 0.434
H -3.3299 2.9895 0.5497 0.324
C -1.0589 -1.5130 3.1236 -1.079
Si 0.1476 -1.8997 1.7477 0.832
C 0.2509 -3.7908 1.7356 -1.565
C 1.8554 -1.3266 2.2902 -0.908
N -0.2969 -1.1870 0.2176 1.009
C -0.5900 -1.7194 -1.0063 1.480
C -0.6449 -0.9375 -2.1866 -0.280
C -0.9465 -1.4870 -3.4221 -0.804
C -1.2046 -2.8420 -3.5774 -0.702
C -1.1453 -3.6358 -2.4359 -0.828
C -0.8496 -3.1017 -1.1959 -0.756
H -0.5607 -1.6474 4.0869 0.341
H -1.9178 -2.1868 3.0774 0.256
H -1.4232 -0.4886 3.0764 0.156
H 0.5998 -4.0899 2.7303 0.352
H 0.9636 -4.1655 0.9965 0.387
H -0.7165 -4.2690 1.5654 0.330
H 1.8627 -1.1115 3.3613 0.366
H 2.1655 -0.4182 1.7773 -0.003
H 2.5939 -2.1067 2.0773 0.328
H -0.4395 0.1235 -2.1232 0.265
H -0.9806 -0.8281 -4.2847 0.391
H -1.4432 -3.2625 -4.5464 0.309
H -1.3389 -4.7017 -2.5083 0.346
H -0.8307 -3.7616 -0.3436 0.062
F -0.9352 1.7236 2.9881 -0.246
C 0.2285 2.3366 3.5319 -1.292
F 1.2524 1.5988 2.8701 -0.314
C 0.2928 1.8030 4.9497 1.113
F 0.3650 0.4539 5.1155 -0.218
F 1.3826 2.2949 5.5936 -0.307
F -0.7873 2.1998 5.6655 -0.313
```

## Properties
- E_LUMO: 4.61 eV
- Net charge: -2
- ΔE to the lowest compared entry with this formula, charge and spin: 1.4708 eV
- HOMO-LUMO gap: 6.401 eV



Strongest force on any atom: 3.04 0.30 1.89 (eV Å⁻¹)
Calculated total energy: -98825.17024 -78615.71439 -87521.21263 (eV)